[1]
Here is the molecule C4H5NO2 from OMol25. Energies are from ωB97M-V/def2-TZVPD.

Properties
- Charge: 0
- Orbital gap: 7.140 eV
- Strongest force on any atom: 0.43 eV Å⁻¹
- HOMO: -6.9110 eV
- DFT total energy: -360.5609 Eh
- Spin multiplicity: 1
- Relative energy (zero: lowest compared OMol25 entry of this formula, charge and spin): 284.9 kJ/mol

Last column: Löwdin charge in e.
Cartesian coordinates (Å):
1 O 1.23 -1.82 1.89  -0.07
2 C 1.46 -0.77 1.26  -0.33
3 C 0.56 -0.18 0.39  -0.22
4 C -0.87 -0.53 0.09  -0.09
5 N -1.09 0.44 -1.01  0.09
6 C -0.11 1.34 -1.03  -0.15
7 O 0.84 1.07 -0.24  0.09
8 H 2.44 -0.25 1.34  0.12
9 H -1.83 0.40 -1.69  0.15
10 H -1.01 -1.56 -0.25  0.13
11 H -1.59 -0.33 0.91  0.12
12 H -0.08 2.23 -1.65  0.16

---

[2]
Here is the ion C16H34N3S with charge +1 from OMol25. Energies are from ωB97M-V/def2-TZVPD.

Properties
- Charge: +1
- SMILES: CCCCCCCCNC(=S)NCC[NH+]1CCCCC1
- Orbital gap: 9.867 eV
- Strongest force on any atom: 0.86 eV Å⁻¹
- HOMO: -12.0559 eV
- DFT total energy: -1192.3307 Eh
- Spin multiplicity: 1
- Relative energy (zero: lowest compared OMol25 entry of this formula, charge and spin): 7.2 kJ/mol

Last column: Löwdin charge in e.
Cartesian coordinates (Å):
1 C -7.78 -0.76 1.15  -0.11
2 H -7.20 -0.31 1.95  0.06
3 H -8.61 -0.10 0.92  0.08
4 C -6.92 -0.99 -0.09  -0.27
5 C -6.44 0.30 -0.74  -0.22
6 C -5.55 1.18 0.14  -0.21
7 C -4.28 0.51 0.65  -0.22
8 C -3.34 0.08 -0.48  -0.22
9 C -2.02 -0.46 0.07  -0.19
10 H -2.22 -1.30 0.72  0.12
11 C -1.09 -0.91 -1.07  -0.18
12 N 0.17 -1.43 -0.58  0.00
13 C 1.22 -0.73 -0.14  -0.78
14 N 1.23 0.61 -0.28  0.02
15 H 0.42 1.04 -0.69  0.13
16 C 2.17 1.50 0.38  -0.16
17 H 2.39 1.10 1.38  0.12
18 H 1.69 2.47 0.50  0.14
19 C 3.48 1.68 -0.40  -0.11
20 N 4.44 0.59 -0.12  -0.19
21 C 5.27 0.86 1.07  -0.13
22 C 6.07 -0.38 1.45  -0.16
23 C 6.95 -0.81 0.28  -0.18
24 C 6.08 -1.03 -0.95  -0.16
25 C 5.28 0.23 -1.27  -0.13
26 H 4.64 0.05 -2.13  0.14
27 H 5.95 1.06 -1.49  0.14
28 H 6.70 -1.28 -1.81  0.13
29 H 5.40 -1.86 -0.78  0.11
30 H 7.48 -1.73 0.53  0.12
31 H 7.70 -0.04 0.08  0.12
32 H 6.67 -0.16 2.33  0.13
33 H 5.38 -1.18 1.71  0.11
34 H 4.62 1.16 1.89  0.13
35 H 5.95 1.69 0.83  0.14
36 H 3.81 -0.29 0.13  -0.02
37 H 3.94 2.64 -0.14  0.14
38 H 3.25 1.69 -1.47  0.14
39 S 2.51 -1.57 0.53  0.76
40 H 0.22 -2.42 -0.41  0.13
41 H -1.57 -1.72 -1.63  0.13
42 H -0.91 -0.09 -1.77  0.12
43 H -1.52 0.31 0.66  0.11
44 H -3.14 0.94 -1.13  0.12
45 H -3.81 -0.69 -1.08  0.11
46 H -4.53 -0.36 1.25  0.11
47 H -3.75 1.22 1.30  0.11
48 H -5.28 2.07 -0.43  0.11
49 H -6.13 1.52 1.00  0.10
50 H -7.32 0.89 -1.02  0.11
51 H -5.91 0.06 -1.66  0.10
52 H -7.52 -1.54 -0.82  0.11
53 H -6.07 -1.62 0.17  0.10
54 H -8.18 -1.70 1.52  0.07

---

[3]
Here is the ion C6H7N2O4 with charge -1 in a non-equilibrium geometry from OMol25. Energies are from ωB97M-V/def2-TZVPD.

Properties
- Charge: -1
- Orbital gap: 6.446 eV
- Strongest force on any atom: 3.70 eV Å⁻¹
- HOMO: -2.7652 eV
- DFT total energy: -643.2706 Eh
- Spin multiplicity: 1
- Relative energy (zero: lowest compared OMol25 entry of this formula, charge and spin): 325.8 kJ/mol

Last column: Löwdin charge in e.
Cartesian coordinates (Å):
1 C -0.43 0.14 -0.71  -0.30
2 C 2.02 0.75 -0.16  -0.47
3 C -1.58 -0.47 -0.33  -0.04
4 C -0.30 0.71 -2.10  -0.24
5 C 2.28 0.93 -2.77  -0.56
6 C 0.55 0.15 1.59  -0.06
7 N 2.57 0.89 -1.37  0.18
8 N 0.70 0.38 0.14  -0.04
9 O 1.03 0.60 -2.98  0.03
10 O 2.80 0.70 0.82  -0.04
11 O -1.23 0.30 -3.05  -0.09
12 O 3.17 1.31 -3.52  0.04
13 H -2.10 -0.54 0.65  0.03
14 H -2.42 -0.54 -1.09  0.05
15 H 1.11 -0.78 1.84  0.09
16 H 1.14 0.93 2.25  0.11
17 H -0.52 0.15 1.72  0.05
18 H 3.58 1.12 -1.19  0.17
19 H -1.42 -0.68 -3.07  0.10

---

[4]
Here is a structure of composition C3H2INO2 in a non-equilibrium geometry from OMol25. Energies are from ωB97M-V/def2-TZVPD.

Properties
- Charge: 0
- Orbital gap (spin up / spin down): 8.743 / 8.744 eV
- Strongest force on any atom: 4.41 eV Å⁻¹
- HOMO (spin up / spin down): -9.4523 / -9.4527 eV
- DFT total energy: -618.2579 Eh
- Spin multiplicity: 1
- Relative energy (zero: lowest compared OMol25 entry of this formula, charge and spin): 446.0 kJ/mol

Last column: Löwdin charge in e.
Cartesian coordinates (Å):
1 C 0.53 -0.26 -0.79  -0.16
2 C 1.55 -0.83 -1.22  -0.53
3 C -0.95 -0.23 -0.61  -0.51
4 N -1.12 0.28 0.63  0.07
5 O -1.74 -0.81 -1.32  0.11
6 O 0.03 1.12 0.86  -0.02
7 I 3.16 -0.73 0.08  0.81
8 H 0.61 0.86 1.53  0.05
9 H -2.06 0.62 0.85  0.16